Entry 1:
{"formula": "C14H42ClO11S7", "method": "ωB97M-V/def2-TZVPD", "species": ["O", "O", "O", "H", "C", "O", "H", "H", "H", "H", "S", "H", "C", "C", "H", "S", "H", "S", "H", "H", "C", "C", "H", "O", "O", "C", "C", "H", "H", "O", "H", "H", "H", "H", "H", "H", "C", "H", "H", "H", "C", "H", "H", "H", "H", "H", "O", "C", "H", "H", "H", "H", "O", "H", "S", "S", "C", "C", "H", "C", "H", "S", "O", "H", "H", "H", "H", "H", "Cl", "H", "H", "C", "S", "O", "H"], "coordinates": [[-7.77596, 14.77533, 4.68134], [-7.83163, 11.83931, 9.03695], [-14.34813, 12.55645, 4.35070], [-8.96179, 8.01293, 1.46396], [-7.86979, 12.17061, 4.10016], [-10.56823, 9.38128, 4.09520], [-11.44444, 6.15295, 2.64368], [-7.56030, 12.93456, 6.85228], [-6.16383, 12.00311, 6.23783], [-15.13427, 6.18002, 2.43865], [-13.23992, 6.18182, 1.04968], [-14.68482, 7.86677, 2.05784], [-12.18304, 12.35119, 2.84278], [-14.79870, 6.86098, 1.65603], [-15.52563, 6.86127, 0.84516], [-6.88664, 13.58137, 4.61727], [-3.11439, 6.02654, 7.09553], [-13.83614, 13.00660, 3.03696], [-8.77665, 12.09332, 4.69474], [-10.11993, 10.37529, 8.27946], [-8.41073, 10.43249, 0.25586], [-14.61626, 11.92498, 1.82394], [-12.02017, 7.85652, 2.27815], [-5.08759, 7.75935, 8.42555], [-8.33741, 8.76688, 3.72127], [-5.92099, 8.14342, 6.00758], [-7.81838, 9.25827, 9.39045], [-10.56878, 11.65502, 9.41767], [-10.71216, 9.98527, 9.95382], [-13.38156, 4.71560, 1.19373], [-7.68088, 10.09061, 0.98788], [-8.14455, 8.36582, 9.92600], [-14.39241, 12.27517, 0.81505], [-5.17648, 8.93135, 5.90307], [-9.25989, 10.93517, 0.71649], [-11.58601, 12.72392, 3.67424], [-6.62990, 12.98631, 6.28852], [-7.22434, 11.30150, 4.22838], [-8.08346, 12.25942, 3.03573], [-8.84742, 6.54104, 8.05053], [-10.12658, 10.66200, 9.33078], [-8.10524, 9.05841, 8.34977], [-9.90017, 5.27367, 7.33905], [-9.91724, 7.12243, 0.35956], [-6.15533, 7.66784, 5.05660], [-7.92990, 11.13521, -0.42623], [-7.56558, 8.35430, -1.03374], [-9.64016, 8.14453, 0.61502], [-11.75727, 12.71855, 1.90744], [-10.46373, 8.76517, 0.96558], [-3.74485, 6.43436, 5.44920], [-5.96142, 13.67543, 6.80338], [-10.32736, 7.07551, 10.40797], [-12.95135, 6.81774, 3.31517], [-5.29692, 6.95291, 7.19511], [-10.88449, 6.26674, 9.28999], [-12.28280, 6.81622, 2.45295], [-3.66258, 6.74444, 6.49146], [-14.26731, 10.90894, 1.99617], [-9.52096, 5.71042, 8.26099], [-12.16949, 11.26154, 2.87542], [-8.45314, 10.82537, 9.92738], [-8.95665, 9.62862, 5.83970], [-10.67667, 8.24299, 7.97965], [-11.78697, 7.11330, 7.16501], [-12.30286, 7.97714, 8.60634], [-3.17362, 7.71876, 6.52453], [-15.69201, 11.99699, 1.97111], [-9.38646, 8.82506, 4.72037], [-6.72997, 9.29370, 9.36000], [-8.96006, 4.96525, 8.82746], [-11.44868, 7.49140, 8.12871], [-8.86604, 9.00749, -0.73460], [-9.68883, 7.49496, 5.20398], [-6.82400, 8.52049, 6.48256]], "atomic_forces_ev_per_a": [[-0.1, 0.1, 0.0], [0.3, 0.3, -0.2], [-0.1, -0.1, 0.3], [0.2, 0.4, -0.1], [0.4, 0.0, -0.2], [0.0, 0.2, 0.2], [0.2, 0.2, -0.2], [-0.1, -0.1, -0.1], [0.0, 0.0, 0.0], [0.1, 0.0, 0.0], [0.1, 0.6, 0.1], [0.1, 0.0, -0.1], [0.4, -0.1, 0.0], [-0.3, 0.0, -0.2], [0.0, 0.0, 0.0], [0.0, -0.1, 0.0], [0.0, -0.1, -0.1], [-0.1, 0.0, -0.2], [0.0, -0.1, 0.0], [0.1, -0.1, 0.0], [0.2, 0.5, -0.3], [0.0, 0.2, -0.2], [0.4, -0.1, -0.1], [0.1, -0.1, 0.5], [0.1, 0.0, 0.2], [0.1, -0.4, 0.1], [0.3, -1.0, -1.1], [0.1, 0.0, 0.0], [0.2, -0.2, -0.1], [0.1, -0.4, 0.1], [-0.1, 0.0, 0.1], [-0.2, 0.4, 0.6], [0.2, -0.1, 0.0], [-0.1, 0.1, 0.0], [-0.1, -0.2, 0.1], [0.0, 0.1, 0.0], [0.1, 0.2, 0.2], [-0.2, -0.2, 0.1], [-0.1, 0.2, 0.0], [-0.2, 0.1, -0.1], [-0.5, 0.2, 0.1], [-0.2, 0.4, 0.0], [-0.1, 0.1, 0.0], [-0.4, 0.2, -0.5], [-0.1, 0.1, 0.0], [0.0, 0.0, 0.0], [0.1, -0.2, -0.2], [0.3, -0.5, 0.9], [-0.1, 0.0, 0.0], [-0.2, -0.2, -0.1], [0.0, -0.2, 0.1], [0.0, 0.0, -0.1], [0.2, -0.1, 0.3], [0.2, -0.2, 0.1], [-0.1, 0.2, -0.2], [0.1, 0.1, -0.5], [-0.8, -0.1, 0.3], [0.1, 0.2, -0.3], [-0.1, -0.1, -0.1], [0.5, -0.2, 0.3], [-0.1, 0.0, 0.1], [-0.1, -0.1, 0.4], [-0.1, 0.2, 0.0], [0.2, -0.2, 0.0], [0.2, -0.3, 0.0], [0.0, 0.0, 0.0], [0.0, 0.0, 0.1], [0.0, 0.0, 0.1], [-0.2, -0.5, -0.3], [0.0, 0.2, 0.4], [-0.1, -0.1, 0.0], [-0.8, 0.6, -0.1], [0.1, 0.1, 0.1], [0.1, 0.0, -0.1], [-0.1, 0.1, -0.3]], "mulliken_charge": [-0.651, -0.568, -0.617, 0.132, -0.496, -0.562, 0.369, 0.225, 0.151, 0.340, 0.547, 0.233, -0.587, -0.905, 0.325, 0.405, 0.346, 0.451, 0.186, -0.233, -0.703, -0.539, -0.085, -0.624, -0.580, -0.184, -0.116, 0.436, 0.317, -0.664, 0.227, 0.435, 0.340, 0.381, 0.119, 0.343, -0.677, 0.156, 0.242, -0.112, -0.426, -0.517, 0.346, 0.376, 0.395, 0.440, -0.642, -0.467, 0.379, 0.082, 0.359, 0.422, -0.591, 0.453, 0.507, 0.354, -0.627, -1.012, -0.098, -0.475, 0.001, 0.273, -0.408, -0.370, 0.352, 0.391, 0.290, 0.347, 1.311, 0.352, 0.365, -0.212, 0.416, -0.676, -0.496], "max_force_ev_per_a": 1.52, "homo_ha": -0.235, "lumo_ha": 0.071, "total_charge": -1}


Entry 2:
{"formula": "C28H66N7O7", "method": "ωB97M-V/def2-TZVPD", "species": ["H", "H", "O", "H", "H", "H", "H", "H", "H", "C", "C", "C", "H", "C", "H", "C", "C", "H", "C", "H", "H", "N", "O", "H", "H", "H", "H", "H", "C", "H", "H", "O", "C", "H", "H", "H", "H", "H", "H", "C", "H", "O", "N", "H", "H", "N", "H", "C", "H", "H", "O", "H", "C", "C", "C", "H", "H", "H", "C", "C", "H", "H", "C", "C", "O", "C", "H", "H", "H", "H", "H", "C", "N", "H", "H", "N", "H", "H", "C", "H", "H", "C", "H", "C", "H", "H", "H", "H", "H", "C", "H", "C", "C", "C", "H", "H", "H", "H", "O", "C", "H", "H", "H", "H", "N", "N", "H", "H"], "coordinates": [[2.40763, 1.70302, -4.24981], [6.00942, 1.49281, 3.26763], [3.60589, -1.99546, 4.41757], [1.48269, -2.28013, 6.71416], [5.80421, -2.47450, -3.47056], [-0.58098, -2.28462, -4.30320], [0.27488, -1.80859, 3.96171], [-0.96704, -3.59201, -5.42143], [3.65701, -2.44472, 6.44828], [4.15378, 1.59163, -2.12543], [-2.42365, -4.92137, -3.77000], [0.35779, 1.71895, -3.82726], [-4.54162, 0.01495, 3.88500], [-3.56608, -2.83651, -5.98727], [-4.18748, 0.47610, -2.82316], [1.93931, 0.56709, -2.34831], [-1.38728, -2.94765, -4.63757], [-3.50207, -4.75778, -3.80493], [-7.39407, 1.88186, 4.53968], [-2.04522, -1.35587, -5.88188], [1.66778, 1.17834, -1.49778], [-3.18584, -1.29741, -4.14310], [8.40677, 2.37971, -1.08139], [-2.21635, -5.60861, -2.95093], [-2.15448, 4.18392, -0.55684], [3.43500, -0.69355, -4.04908], [5.14846, 1.90410, 1.77746], [-4.16350, -2.14790, -6.58261], [-2.51468, -2.06695, -5.19524], [-2.42981, 2.04947, 0.02625], [-6.59607, 1.24392, 2.01502], [6.36085, 2.56120, -2.07663], [1.13790, -1.73256, 4.63040], [2.35161, -1.82810, 2.86925], [6.71231, -0.32315, 1.05003], [5.99218, 0.64803, -1.39837], [1.31474, -0.32537, -2.28052], [-2.49925, -0.70221, -3.68503], [-6.78608, -0.15419, 4.55733], [4.10720, -1.87342, -2.56865], [-4.25450, -3.37608, -5.33825], [-2.12235, 2.62407, -1.93952], [-4.64984, 1.31940, -2.49429], [-6.49684, -0.34050, 2.24351], [7.07079, 3.82102, -0.57250], [4.99241, -2.73942, -2.93509], [4.85239, -3.71296, -2.71308], [2.34204, -2.29489, 3.86000], [3.89027, 0.23669, 1.48269], [-3.84371, 3.79842, 3.01099], [-4.50175, 1.88241, 3.16200], [2.35163, -2.11801, -1.87566], [3.44869, 0.22770, -2.13065], [-5.03443, 2.75878, -0.56701], [1.62757, 1.38520, -3.57866], [3.66137, -3.85786, 5.35457], [-7.00883, 2.21672, 5.50473], [-5.59713, 3.64368, 3.12786], [3.47755, -0.62417, -0.84615], [4.59928, -0.54126, 1.21815], [6.89373, 1.82036, 1.81139], [-1.36916, 4.50403, -2.11578], [5.95079, -0.12272, 1.79215], [5.98978, 1.36157, 2.19455], [-1.72774, -3.71375, -3.50152], [4.01080, -2.83141, 5.49122], [-6.07252, 2.46556, -0.41287], [-3.10331, -3.55363, -6.66763], [-2.08863, -5.37897, -4.70446], [-4.49331, 0.70555, -0.51318], [-2.25754, 0.77758, -1.18198], [-5.04027, 0.96505, 4.09492], [3.27338, -2.02717, -1.44935], [5.09980, -2.83366, 5.51353], [-0.41522, 1.08820, -3.42260], [1.31183, -0.31883, 4.97614], [-3.12826, 4.44135, -2.03345], [-0.20175, -2.25552, 6.23691], [5.50185, 1.61206, -1.42768], [0.83019, -3.58835, 5.72071], [-4.25767, 2.05230, -3.07921], [-6.55440, 0.74134, 3.97363], [1.42042, 0.22687, 4.12599], [-4.23471, 1.58267, -1.11409], [4.34850, 1.85112, -3.15883], [5.35147, 1.94062, -0.39917], [-3.46985, -1.95118, -3.41724], [-8.42197, 1.55288, 4.68574], [2.60671, -0.51825, -0.21726], [-4.64890, 3.24989, 3.50084], [-4.57626, 3.41063, 4.57955], [-2.21083, 4.00519, -1.63406], [7.33522, 2.94809, -1.18276], [-2.71576, 1.75511, -0.99282], [3.51888, 2.37130, -1.72887], [0.10062, 2.60159, -4.38405], [-5.04505, 3.60896, -1.24875], [6.08891, -0.72075, 2.68118], [4.69009, -0.70551, -0.21230], [0.80064, -2.51148, 5.89710], [2.20546, -0.22211, 5.45063], [-7.42664, 2.73928, 3.86824], [-4.76100, 1.25255, 5.11695], [2.23865, -3.37632, 3.69902], [-6.96690, 0.49122, 2.58906], [3.95909, -0.66441, -3.18364], [-4.63379, 3.09116, 0.39349], [4.27302, -1.47595, 1.65977]], "atomic_forces_ev_per_a": [[0.4, 0.7, 0.4], [-0.2, 0.0, 0.2], [0.0, -0.1, -0.1], [0.1, 0.0, 0.0], [-0.2, 0.1, -0.5], [0.0, 0.0, 0.0], [0.0, 0.0, -0.1], [-0.1, 0.0, 0.0], [-0.1, -0.1, 0.0], [1.1, -0.6, -0.2], [0.0, 0.0, 0.2], [0.8, -0.4, 0.0], [0.0, 0.0, -0.1], [0.0, 0.0, -0.1], [-0.3, -0.1, -0.1], [0.7, -0.5, -0.4], [0.2, 0.2, 0.0], [0.0, 0.0, -0.1], [-0.1, 0.0, 0.1], [0.1, 0.0, 0.0], [-0.1, 0.1, 0.3], [0.3, 0.0, 0.1], [-2.2, 1.1, -0.2], [0.0, 0.0, 0.0], [-0.1, 0.0, 0.0], [0.4, 0.2, -0.4], [-0.2, 0.2, 0.1], [0.0, 0.0, 0.0], [-0.3, -0.2, 0.0], [-0.1, 0.1, 0.0], [-0.1, 0.1, 0.0], [0.2, 0.2, 0.4], [0.2, 0.0, 0.3], [0.0, 0.0, 0.0], [0.3, -0.3, 0.0], [0.1, -0.1, -0.2], [-0.1, -0.2, -0.1], [0.0, 0.1, -0.1], [0.1, 0.0, 0.0], [-0.6, 0.3, -0.3], [0.0, 0.0, 0.1], [0.1, 0.1, 0.1], [0.3, -0.1, 0.1], [-0.1, -0.1, 0.0], [-0.1, 0.0, -0.1], [-0.2, -0.5, -0.3], [0.3, -0.1, 0.6], [-0.1, 0.0, -0.2], [-0.4, 0.1, -0.3], [0.0, 0.0, 0.0], [0.1, 0.1, 0.0], [-0.4, 0.1, 0.5], [-2.1, 1.9, 0.1], [0.0, 0.0, 0.2], [-0.9, -0.3, -0.1], [-0.1, 0.0, 0.0], [0.0, 0.0, 0.0], [0.0, 0.1, 0.1], [0.1, -1.9, -1.2], [0.6, -0.2, 0.5], [0.2, 0.2, 0.0], [0.0, 0.0, 0.0], [-0.7, 0.4, 0.0], [0.5, -0.2, -0.3], [0.0, -0.1, 0.0], [0.1, 0.1, 0.0], [0.0, 0.0, -0.1], [0.0, 0.0, 0.0], [0.0, 0.0, 0.0], [0.1, 0.0, 0.0], [0.0, 0.0, 0.0], [0.0, -0.2, 0.1], [0.8, -0.6, -0.3], [0.0, 0.0, 0.0], [-0.5, 0.6, 0.7], [0.1, 0.0, -0.3], [-0.1, 0.0, 0.1], [0.0, 0.1, 0.0], [-0.1, 0.3, 0.1], [0.0, 0.0, 0.0], [-0.1, 0.1, 0.0], [0.0, 0.3, -0.1], [-0.1, 0.0, 0.0], [-0.1, 0.3, -0.2], [0.0, 0.1, -0.3], [0.1, -0.2, 0.2], [-0.1, 0.0, 0.0], [0.0, 0.0, 0.0], [0.0, 0.6, 0.4], [0.0, 0.0, -0.2], [-0.1, 0.0, 0.0], [0.0, 0.0, -0.2], [2.2, -1.2, -0.2], [0.1, -0.3, 0.1], [-0.3, 0.1, 0.2], [-0.2, -0.3, -0.8], [0.1, 0.0, -0.1], [0.4, -0.3, 0.1], [-0.5, 0.9, 0.4], [-0.1, -0.1, 0.0], [-0.1, 0.0, 0.1], [0.1, 0.0, 0.0], [-0.1, 0.1, 0.0], [0.0, 0.0, 0.1], [0.2, -0.1, 0.0], [0.9, -0.2, 1.1], [0.0, 0.0, 0.0], [-0.1, -0.3, 0.0]], "mulliken_charge": [0.431, 0.338, -0.270, 0.300, 0.297, 0.070, 0.409, 0.478, 0.266, -1.293, -0.697, -1.152, 0.314, -1.535, 0.061, -1.221, -0.402, 0.239, -1.414, 0.411, 0.562, -0.536, -0.477, 0.256, 0.355, 0.374, 0.353, 0.381, 0.187, 0.478, 0.238, -0.398, 0.260, -0.094, 0.278, 0.458, 0.513, 0.149, 0.454, 0.328, 0.301, -0.167, -0.639, 0.286, 0.434, -0.230, 0.297, -0.222, 0.545, 0.236, -0.236, 0.348, 1.788, -1.508, -0.260, 0.354, 0.350, 0.260, -0.923, -0.706, 0.304, 0.272, -0.472, -1.287, -0.368, -0.781, 0.383, 0.375, 0.332, 0.408, 0.309, -0.732, -0.488, 0.245, 0.056, -0.704, 0.264, 0.360, -0.318, 0.354, 0.390, 0.329, 0.250, 0.555, 0.488, -0.036, 0.335, 0.351, 0.782, -0.791, 0.383, -0.849, 0.216, -0.846, 0.486, 0.379, 0.332, 0.423, -0.338, -1.464, 0.314, 0.274, 0.400, 0.457, -0.689, -0.225, 0.239, 0.282], "max_force_ev_per_a": 2.85, "homo_ha": -0.387, "lumo_ha": -0.142, "total_charge": 1}


Entry 3:
{"formula": "C4H7NO2", "method": "ωB97M-V/def2-TZVPD", "species": ["C", "N", "C", "O", "H", "C", "H", "O", "H", "H", "H", "H", "H", "C"], "coordinates": [[1.33268, -0.44556, -0.37348], [0.22458, -0.79946, -1.12077], [0.83982, 0.01922, 0.87314], [1.33557, 0.61481, 1.82614], [-1.86684, -0.97032, -1.02662], [-0.94533, -0.68395, -0.54076], [2.30021, -0.34912, -0.84034], [-1.45701, 0.54534, 1.56049], [-0.65957, -1.36357, 1.38409], [-0.33421, 1.96528, -1.42016], [0.39912, 1.95686, -1.28383], [-0.82935, 1.00252, 2.15152], [0.31827, -1.12502, -2.07586], [-0.65794, -0.36704, 0.88645]], "atomic_forces_ev_per_a": [[0.0, 0.1, 0.1], [-0.2, 0.0, 0.0], [0.1, 0.0, 0.2], [-0.1, -0.1, -0.3], [0.1, 0.0, 0.1], [0.2, -0.1, -0.1], [-0.1, 0.0, 0.1], [0.1, 0.1, 0.1], [0.0, 0.1, 0.0], [0.0, 0.0, 0.0], [-0.1, 0.0, 0.0], [-0.1, 0.0, -0.1], [0.0, 0.0, 0.1], [0.1, -0.1, -0.2]], "mulliken_charge": [-0.855, 0.186, 0.527, -0.672, 0.394, -0.713, 0.325, -0.529, 0.196, 0.033, -0.029, 0.353, 0.234, 0.551], "max_force_ev_per_a": 0.35, "homo_ha": [-0.291, -0.291], "lumo_ha": [0.005, 0.004]}


Q: Number 3 is which compound?
A: C4H7NO2